# C24H43AuBrN2OS2Si

A molecular structure, C24H43AuBrN2OS2Si (the ωB97M-V functional and the def2-TZVPD basis, the OMol25 dataset).

Output
highest occupied orbital energy (alpha / beta)	-10.43 / -11.71	eV
total charge	+1
spin multiplicity	3
<S²>	2.015
gap between HOMO and LUMO (alpha / beta)	0.2872 / 0.2647	hartree

Positions of all 75 atoms, in Å:
Au: -2.38692 -0.67196 2.44516
C: -7.00735 -0.16454 1.48113
C: -5.53014 -0.16764 1.21666
O: -4.75047 -0.70225 2.00877
N: -5.10839 0.44906 0.09685
C: -3.71059 0.49075 -0.30248
C: -2.94451 1.59593 0.38374
C: -2.86260 2.85995 -0.17634
C: -2.19388 3.86716 0.49911
C: -1.61776 3.58345 1.72544
C: -1.72063 2.29842 2.21891
N: -2.36872 1.32649 1.56499
H: -7.28227 -1.11109 1.93882
H: -7.59641 -0.00193 0.58058
H: -7.22761 0.63049 2.19488
H: -5.79768 0.86099 -0.50846
H: -3.66849 0.63451 -1.38030
H: -3.25252 -0.47452 -0.08685
H: -3.31503 3.04470 -1.14154
H: -2.11809 4.85748 0.07040
H: -1.08289 4.33410 2.28883
H: -1.26333 2.01947 3.15936
C: -0.99462 -4.35651 4.87221
C: -1.13234 -3.07616 4.10042
S: -2.65344 -2.75560 3.45159
C: -0.02402 -2.23000 3.95347
C: 1.29531 -2.61380 4.56040
S: -0.05056 -0.78322 3.08497
H: -1.91951 -4.92735 4.85261
H: -0.74088 -4.14741 5.91374
H: -0.19603 -4.97480 4.45884
H: 1.19913 -2.73161 5.64176
H: 2.05273 -1.85942 4.36203
H: 1.64262 -3.56713 4.15715
C: 1.16066 2.85566 -1.29185
C: 1.99589 1.70707 -0.70774
C: 1.64993 1.64176 0.78718
C: 3.48394 2.07277 -0.84515
Si: 1.62284 0.05759 -1.61454
Br: -0.45773 -0.54574 -0.84595
C: 2.76486 -1.39271 -1.10448
C: 2.11887 -2.76209 -1.37245
C: 4.09227 -1.31441 -1.87997
C: 3.08875 -1.36090 0.39648
C: 1.37943 0.25005 -3.50573
C: 0.08040 0.99237 -3.86157
C: 2.55931 1.02430 -4.12011
C: 1.28957 -1.11980 -4.19578
H: 1.33233 3.75609 -0.69221
H: 0.09051 2.63329 -1.26163
H: 1.43580 3.09493 -2.31848
H: 1.87569 2.61315 1.24111
H: 2.21192 0.88713 1.33107
H: 0.58791 1.44153 0.93591
H: 3.65310 3.05673 -0.39648
H: 3.81175 2.12870 -1.88404
H: 4.13090 1.36589 -0.32540
H: 1.84404 -2.91625 -2.41275
H: 1.22674 -2.90827 -0.76292
H: 2.83836 -3.54184 -1.10377
H: 3.95955 -1.46881 -2.95038
H: 4.75933 -2.10354 -1.51991
H: 4.60825 -0.36330 -1.73677
H: 2.18319 -1.38257 1.00769
H: 3.68296 -0.49399 0.68392
H: 3.67639 -2.25095 0.64266
H: 0.02368 1.99395 -3.44057
H: -0.79910 0.43478 -3.53821
H: 0.02863 1.09100 -4.95014
H: 2.59424 2.06056 -3.78218
H: 2.44257 1.04334 -5.20779
H: 3.52556 0.56539 -3.90555
H: 0.48032 -1.72829 -3.78701
H: 2.21592 -1.68864 -4.13375
H: 1.07830 -0.96191 -5.25762

# C5H14O

2 unconnected molecules or ions with the total composition C5H14O (the ωB97M-V functional and the def2-TZVPD basis, the OMol25 dataset).

Output
highest occupied orbital energy	-10.18	eV
total charge	0
structure (SMILES)	CC(C)O.CC
gap between HOMO and LUMO	0.4118	hartree

Positions of all 20 atoms, in Å:
C: 0.13818 -0.20047 -1.21694
C: 0.72679 1.02856 -0.52630
C: 2.01529 1.50636 -1.17324
O: -0.26267 2.04614 -0.42483
H: -0.01352 0.08396 -2.26894
H: -0.76176 -0.55653 -0.74344
H: 0.84410 -1.02675 -1.35259
H: 0.94029 0.69492 0.48387
H: 2.86586 1.45244 -0.48972
H: 2.34833 0.99921 -2.08216
H: 1.94209 2.56524 -1.44477
H: -0.15493 2.61601 -1.20068
C: -1.72579 -2.12400 1.03476
C: -0.85690 -2.03438 2.28863
H: -2.48257 -2.88735 1.04498
H: -2.18549 -1.15862 0.83267
H: -1.17905 -2.41345 0.13622
H: -1.49167 -2.16414 3.15509
H: -0.03783 -2.74605 2.29768
H: -0.51450 -1.00242 2.37159

# C3H4N2O

C3H4N2O in the gas phase (the ωB97M-V functional and the def2-TZVPD basis, the OMol25 dataset).

Output
highest occupied orbital energy	-11.03	eV
total charge	0
structure (SMILES)	[H]/N=C/OCC#N
gap between HOMO and LUMO	0.4330	hartree

Positions of all 10 atoms, in Å:
H: 2.84964 0.37600 -0.27395
N: 1.83571 0.45675 -0.30776
C: 1.29682 -0.48635 0.33461
O: -0.03526 -0.62312 0.45887
C: -0.84549 0.30180 -0.25526
C: -2.23684 -0.08328 0.01695
N: -3.32117 -0.28060 0.36204
H: 1.78934 -1.30672 0.86435
H: -0.57391 0.31863 -1.31642
H: -0.75886 1.32688 0.11655

# CH4N2O2S

2 unconnected molecules or ions with the total composition CH4N2O2S (the ωB97M-V functional and the def2-TZVPD basis, the OMol25 dataset).

Output
highest occupied orbital energy	-8.78	eV
total charge	0
gap between HOMO and LUMO	0.3297	hartree

Positions of all 10 atoms, in Å:
C: 0.41353 0.06061 -0.35839
N: 1.07469 1.24946 -0.20227
N: 1.06355 -1.05755 -0.09443
O: -2.71183 0.92735 0.55525
O: -2.63662 -1.50651 0.25251
S: -2.27593 -0.16931 -0.23677
H: 2.05781 1.47143 -0.15541
H: 0.55093 2.08912 -0.25174
H: 2.01813 -1.15543 0.41351
H: 0.44574 -1.90917 0.07773

# C10H18AlF4N4O4P

A molecular structure, C10H18AlF4N4O4P (the ωB97M-V functional and the def2-TZVPD basis, the OMol25 dataset).

Output
highest occupied orbital energy	-9.87	eV
total charge	0
gap between HOMO and LUMO	0.2792	hartree

Positions of all 42 atoms, in Å:
C: 0.13330 -1.32730 3.43115
C: 0.38625 -2.30929 2.27680
C: -0.81281 -2.48308 1.33568
N: -0.86119 -1.31549 0.40029
N: -1.63661 -0.31685 0.77431
C: -1.65497 0.73908 0.00765
P: -2.72558 2.16949 0.57955
N: -3.90713 2.41687 -0.66722
O: -3.57883 1.55011 1.81086
C: -0.87482 0.79646 -1.16616
C: -0.85270 2.08650 -1.99641
C: 0.58969 2.32462 -2.43991
C: 1.54543 2.19476 -1.25135
O: 2.54845 1.23287 -1.53757
C: -0.13273 -0.25768 -1.54378
C: -0.13332 -1.36898 -0.69656
O: 0.57413 -2.44984 -0.95432
N: 0.58853 -2.78281 -2.44023
O: -0.41196 -3.23651 -2.75158
H: 1.03088 -0.73277 3.56503
H: -0.67588 -0.63059 3.21377
H: -0.11943 -1.85316 4.34574
H: 1.24293 -1.97370 1.69729
H: 0.64233 -3.28154 2.69416
H: -0.79448 -3.41427 0.78482
H: -1.73657 -2.45864 1.90388
H: -4.51511 1.59448 -0.70259
H: -3.40631 2.39857 -1.55353
H: -4.33530 1.03624 1.49496
H: -1.44634 1.90000 -2.89800
H: -1.31686 2.92802 -1.49134
H: 0.74741 3.27834 -2.93870
H: 0.89096 1.58251 -3.17307
H: 1.04805 1.85896 -0.34453
H: 2.04609 3.13144 -0.99869
H: 2.91056 1.46862 -2.39664
H: 0.48838 -0.26212 -2.41680
F: 2.07065 -0.70515 0.69811
Al: 3.72526 -0.84503 1.21238
F: 4.64195 -1.49350 -0.05635
F: 3.77238 -1.87738 2.55491
F: 4.30533 0.68774 1.63397

# C15H18N2O5Si

A molecular structure, C15H18N2O5Si (the ωB97M-V functional and the def2-TZVPD basis, the OMol25 dataset).

Output
highest occupied orbital energy	-8.19	eV
total charge	0
gap between HOMO and LUMO	0.2910	hartree

Positions of all 41 atoms, in Å:
O: 1.01820 0.27611 2.95381
O: -0.35080 -3.55726 0.70240
O: 1.36631 -0.72240 -2.29002
O: 2.27568 1.19990 -0.73233
O: -0.40770 0.48683 -0.55556
C: 0.41663 -0.72476 2.60323
C: -0.28303 -2.64957 1.51357
C: -2.65238 -1.47210 4.81448
C: -3.01389 -2.65159 4.19043
C: -1.51400 -0.78758 4.40496
C: -2.30597 -3.11054 3.09460
C: -0.79179 -1.24070 3.29065
C: -1.21992 -2.39456 2.63293
N: 0.44294 2.06966 -2.86059
N: 0.66206 -1.63388 1.55554
C: 0.29018 -0.41719 -3.13243
C: 2.65562 1.80966 -1.88895
C: -0.69695 1.88187 -0.64817
C: 0.46612 0.90445 -3.85485
C: 1.64120 2.81528 -2.44519
C: -0.81981 2.30865 -2.09655
C: 1.68397 -1.35509 0.50700
Si: 1.16350 -0.06893 -0.80036
H: -3.27869 -1.04155 5.57176
H: -3.89201 -3.20341 4.51287
H: -1.18249 0.10896 4.87610
H: -2.60493 -4.01319 2.58603
H: 0.16308 -1.24861 -3.84902
H: -0.61633 -0.34463 -2.52687
H: 2.88932 1.00469 -2.64170
H: 3.60331 2.35414 -1.67180
H: 0.13434 2.41680 -0.16534
H: -1.62354 2.08271 -0.07902
H: -0.30194 1.12206 -4.58947
H: 1.41627 0.95350 -4.36502
H: 1.40054 3.56880 -1.68120
H: 2.02031 3.38381 -3.30931
H: -1.62176 1.78139 -2.56572
H: -1.03360 3.38894 -2.11026
H: 2.57614 -0.98619 1.02763
H: 1.92581 -2.29446 0.02176

> What is the formula in the sixth record?

C15H18N2O5Si

> Which of these has the highest total charge?

C24H43AuBrN2OS2Si